The following is a quantum chemistry calculation of a structure of composition C8H14O2Si, from OMol25.

- ΔE to the lowest compared entry with this formula, charge and spin (eV) = 1.659
- LUMO level (eV) = 0.56
- HOMO-LUMO gap (eV) = 9.16
- HOMO (eV) = -8.60

```
! RIJCOSX wB97M-V def2-TZVPD def2/J DEFGRID3
* xyz 0 1
C -2.38267 0.65084 0.04553
C -1.40010 0.18050 -0.71005
C -0.99140 2.01034 1.29651
C 0.21062 1.52010 0.33844
C -0.81497 -0.34507 1.47205
C -1.84185 0.76885 1.45151
C -0.13552 0.07417 0.15385
C 2.64537 -0.77205 -1.82735
O 0.43615 -2.61122 -1.74876
O 2.06533 -2.47246 0.33882
Si 1.38532 -1.58776 -0.81983
H -3.41113 0.99752 -0.20958
H -1.52785 0.06519 -1.83892
H -0.67505 2.27484 2.34553
H -1.50295 2.79410 0.72997
H 0.26696 1.96623 -0.69966
H 1.19003 1.67765 0.85621
H -0.11637 -0.40815 2.34024
H -1.10557 -1.39400 1.30356
H -2.67919 0.64572 2.19481
H 3.38489 -0.22067 -1.33885
H 3.35035 -1.43192 -2.24560
H 2.19527 0.04091 -2.56662
H -0.40883 -2.20139 -2.07582
H 1.86316 -2.22227 1.21401
*
```